[1]
Here is 13 unconnected molecules or ions with the total composition H26O13 from the Open Molecules 2025 dataset. Energies are from the ωB97M-V functional and the def2-TZVPD basis.

The geometry in ORCA input format:
```
! RIJCOSX wB97M-V def2-TZVPD def2/J DEFGRID3
* xyz 0 1
O 3.138 -1.342 -0.182
H 3.307 -0.493 -0.615
H 3.029 -1.919 -0.956
O 1.115 -2.876 -1.538
H 0.714 -2.073 -1.160
H 0.384 -3.311 -2.004
O -1.340 -2.720 1.059
H -0.743 -3.133 1.689
H -0.808 -2.690 0.251
O -1.297 0.335 2.242
H -1.651 -0.463 2.651
H -0.346 0.258 2.332
O -2.564 2.070 -1.922
H -1.771 2.020 -1.372
H -3.078 1.289 -1.668
O -0.716 -0.450 -3.172
H -1.061 0.445 -3.350
H -0.476 -0.424 -2.232
O -0.015 -0.330 -0.332
H -0.792 -0.327 0.266
H 0.462 0.490 -0.117
O 1.945 2.094 -0.264
H 1.118 2.601 -0.097
H 2.262 1.963 0.643
O -0.814 2.552 0.636
H -1.313 3.373 0.595
H -1.409 1.893 1.045
O 0.851 2.262 -3.002
H 1.546 2.261 -2.316
H 0.098 2.670 -2.565
O 1.860 -2.148 2.193
H 1.620 -2.979 2.619
H 2.104 -2.307 1.267
O 1.564 0.534 2.146
H 1.754 0.752 3.066
H 1.790 -0.401 2.115
O -3.604 0.235 0.306
H -3.643 0.859 1.039
H -3.217 -0.568 0.699
*
```

E_LUMO ... -0.26 eV
Relative energy (zero: lowest compared OMol25 entry of this formula, charge and spin) ... 18.9 kcal per mole
HOMO-LUMO gap ... 9.86 eV


[2]
Here is a molecular structure, C15H27CuNO4Si2Te from the Open Molecules 2025 dataset. Energies are from the ωB97M-V functional and the def2-TZVPD basis.

The geometry in ORCA input format:
```
! RIJCOSX wB97M-V def2-TZVPD def2/J DEFGRID3
* xyz 1 1
Cu 1.540 -0.074 -0.439
O 3.158 -0.861 -4.254
C 2.864 -0.652 -2.987
O 2.165 0.253 -2.582
C 3.464 -1.641 -2.044
C 4.381 -2.624 -2.388
C 4.844 -3.458 -1.383
C 4.389 -3.284 -0.082
C 3.466 -2.279 0.170
N 3.017 -1.497 -0.804
C 2.839 -1.922 1.494
O 3.044 -2.700 2.543
O 2.151 -0.937 1.580
H 2.753 -0.181 -4.811
H 4.725 -2.714 -3.409
H 5.555 -4.241 -1.607
H 4.782 -3.924 0.698
H 3.588 -3.472 2.351
C 0.990 3.314 -1.263
Si -0.819 3.336 -0.739
C -0.939 3.499 1.133
C -1.773 4.720 -1.586
C -1.635 1.729 -1.374
Te -0.969 -0.164 -0.604
C -1.653 0.127 1.408
Si -2.981 -1.158 1.874
C -3.557 -0.747 3.615
C -2.185 -2.863 1.745
C -4.374 -1.046 0.611
H 1.527 4.182 -0.876
H 1.087 3.316 -2.350
H 1.492 2.419 -0.888
H -0.564 4.477 1.440
H -0.345 2.740 1.646
H -1.971 3.423 1.482
H -1.351 5.700 -1.355
H -2.817 4.727 -1.264
H -1.762 4.602 -2.671
H -1.485 1.652 -2.453
H -2.713 1.739 -1.199
H -2.053 1.138 1.458
H -0.789 0.066 2.069
H -2.725 -0.776 4.322
H -4.314 -1.452 3.964
H -3.993 0.253 3.652
H -1.436 -3.027 2.523
H -1.695 -2.977 0.774
H -2.934 -3.652 1.831
H -4.852 -0.064 0.614
H -5.146 -1.790 0.811
H -3.991 -1.232 -0.395
*
```

E_LUMO ... -3.84 eV
Relative energy (zero: lowest compared OMol25 entry of this formula, charge and spin) ... 7.7 kcal per mole
HOMO-LUMO gap ... 7.04 eV


[3]
Here is a molecular structure, C5H7N from the Open Molecules 2025 dataset. Energies are from the ωB97M-V functional and the def2-TZVPD basis.

The geometry in ORCA input format:
```
! RIJCOSX wB97M-V def2-TZVPD def2/J DEFGRID3
* xyz 0 1
C 0.015 1.091 1.264
N 0.113 0.505 -0.057
C 0.127 -1.539 -0.152
C 0.975 -0.500 -0.692
C 0.372 -0.111 -2.073
C -0.400 0.785 -1.305
H 0.583 2.029 1.285
H 0.426 0.398 2.000
H -1.028 1.301 1.517
H 0.483 -2.363 0.469
H -0.887 -1.588 -0.532
H 2.041 -0.495 -0.465
H -1.263 1.426 -1.481
*
```

E_LUMO (alpha / beta) ... -0.54 / -0.17 eV
Relative energy (zero: lowest compared OMol25 entry of this formula, charge and spin) ... 157.3 kcal per mole
HOMO-LUMO gap (alpha / beta) ... 7.20 / 7.74 eV


[4]
Here is a molecular structure, C3H10OS from the Open Molecules 2025 dataset. Energies are from the ωB97M-V functional and the def2-TZVPD basis.

The geometry in ORCA input format:
```
! RIJCOSX wB97M-V def2-TZVPD def2/J DEFGRID3
* xyz 0 1
C 0.596 -0.680 -1.871
C 1.267 -1.522 -0.869
S -0.598 0.583 0.894
C -1.390 -0.253 2.351
H 0.107 -1.085 -0.750
H 0.548 -1.051 -2.958
H 0.581 0.348 -1.604
H 1.865 -0.840 -0.263
H 1.438 -2.591 -1.022
H -1.199 0.286 3.268
H -2.429 -0.345 2.201
H -0.867 -1.290 2.536
H -0.333 3.489 -0.539
H 0.180 2.106 -0.353
O 0.233 2.844 -1.022
*
```

E_LUMO ... -1.93 eV
Relative energy (zero: lowest compared OMol25 entry of this formula, charge and spin) ... 128.0 kcal per mole
HOMO-LUMO gap ... 5.19 eV


[5]
Here is C14H21N3O3 in the gas phase from the Open Molecules 2025 dataset. Energies are from the ωB97M-V functional and the def2-TZVPD basis.

The geometry in ORCA input format:
```
! RIJCOSX wB97M-V def2-TZVPD def2/J DEFGRID3
* xyz 0 1
C -6.314 -0.595 -1.117
C -4.824 -0.897 -1.231
N -4.025 0.136 -0.598
C -4.077 0.125 0.852
C -2.987 1.024 1.429
N -1.682 0.471 1.165
C -0.672 1.169 0.641
O -0.770 2.380 0.378
C 0.584 0.429 0.390
C 1.673 1.136 -0.129
O 1.611 2.425 -0.401
C 2.898 0.457 -0.379
C 2.986 -0.873 -0.103
N 1.925 -1.543 0.397
C 0.690 -0.973 0.670
O -0.190 -1.711 1.119
C 4.284 -1.559 -0.361
C 5.438 -0.751 0.258
C 5.318 0.765 0.007
C 4.131 1.131 -0.893
H -6.656 -0.694 -0.091
H -6.506 0.421 -1.453
H -6.881 -1.286 -1.736
H -4.546 -0.918 -2.288
H -4.622 -1.898 -0.805
H -3.057 0.039 -0.888
H -3.956 -0.895 1.264
H -5.052 0.505 1.167
H -3.027 2.012 0.965
H -3.132 1.128 2.510
H -1.509 -0.518 1.353
H 0.668 2.720 -0.163
H 1.996 -2.533 0.601
H 4.435 -1.618 -1.443
H 4.283 -2.576 0.035
H 5.448 -0.939 1.333
H 6.377 -1.130 -0.147
H 6.235 1.144 -0.444
H 5.188 1.278 0.961
H 3.985 2.210 -0.907
H 4.332 0.801 -1.916
*
```

E_LUMO ... 0.55 eV
Relative energy (zero: lowest compared OMol25 entry of this formula, charge and spin) ... 0.0 kcal per mole
HOMO-LUMO gap ... 9.06 eV
SMILES ... CCNCCNC(=O)c1c(O)c2c([nH]c1=O)CCCC2


[6]
Here is 2 unconnected molecules or ions with the total composition C16H22NS2 from the Open Molecules 2025 dataset. Energies are from the ωB97M-V functional and the def2-TZVPD basis.

The geometry in ORCA input format:
```
! RIJCOSX wB97M-V def2-TZVPD def2/J DEFGRID3
* xyz 1 1
C 0.693 -1.050 1.626
N 0.129 0.067 0.874
C 0.937 1.080 0.493
C 2.252 1.269 0.824
C 2.895 2.332 0.023
C 1.714 2.962 -0.784
C 0.466 2.094 -0.534
C -1.249 -0.013 0.473
C -2.207 0.776 1.128
C -3.549 0.667 0.769
C -3.937 -0.192 -0.264
C -2.975 -0.958 -0.930
C -1.637 -0.904 -0.539
H -0.106 -1.766 1.844
H 1.484 -1.569 1.063
H 1.116 -0.700 2.576
H 2.815 0.617 1.486
H 3.462 3.067 0.613
H 3.598 1.859 -0.679
H 1.526 3.970 -0.410
H 1.956 3.030 -1.850
H 0.136 1.614 -1.470
H -0.377 2.693 -0.159
H -1.872 1.460 1.913
H -4.290 1.261 1.301
H -4.990 -0.270 -0.542
H -3.266 -1.607 -1.755
H -0.874 -1.510 -1.036
C 3.488 4.201 5.868
C 4.282 2.912 5.664
S 4.360 2.434 3.879
C 2.718 2.324 3.539
S 1.678 3.609 3.810
C 2.010 3.921 5.603
H 3.604 4.529 6.906
H 3.860 5.002 5.216
H 5.331 2.991 5.980
H 3.804 2.064 6.171
H 2.284 1.368 3.253
H 1.676 3.018 6.130
H 1.355 4.766 5.857
*
```

E_LUMO ... -6.08 eV
Relative energy (zero: lowest compared OMol25 entry of this formula, charge and spin) ... 70.3 kcal per mole
HOMO-LUMO gap ... 4.40 eV


[7]
Here is C18H21ClF3N3O3 in the gas phase from the Open Molecules 2025 dataset. Energies are from the ωB97M-V functional and the def2-TZVPD basis.

The geometry in ORCA input format:
```
! RIJCOSX wB97M-V def2-TZVPD def2/J DEFGRID3
* xyz 0 1
C -1.980 -3.543 1.255
C -1.379 -2.842 0.043
C -1.848 -1.753 -0.648
C -3.111 -0.954 -0.313
O -3.228 -0.795 1.096
C -2.246 0.019 1.715
C -2.676 1.560 1.481
C -1.683 2.569 1.935
C -2.216 3.909 1.453
C -0.313 2.271 1.251
C -1.483 2.667 3.468
C -0.894 -1.358 -1.649
O -1.218 -0.713 -2.583
N 0.064 -2.358 -1.661
N 1.110 -2.445 -2.697
C 2.332 -1.844 -2.523
C 3.342 -2.219 -1.631
C 4.469 -1.384 -1.451
C 4.491 -0.200 -2.314
C 5.571 0.878 -2.048
F 4.927 2.021 -1.547
F 6.512 0.491 -1.064
F 6.223 1.152 -3.196
C 3.460 0.068 -3.204
Cl 3.360 1.540 -4.138
N 2.481 -0.831 -3.321
C -0.012 -3.168 -0.555
O 0.769 -4.078 -0.144
H -3.089 -3.470 1.354
H -1.416 -3.303 2.168
H -1.732 -4.578 1.135
H -3.992 -1.435 -0.686
H -3.229 -0.005 -0.798
H -1.257 -0.242 1.369
H -2.147 -0.176 2.775
H -3.592 1.828 1.934
H -2.726 1.750 0.431
H -1.308 4.598 1.307
H -2.662 3.871 0.445
H -2.918 4.427 2.106
H -0.354 2.262 0.178
H 0.459 2.998 1.506
H 0.133 1.354 1.531
H -1.040 1.790 3.974
H -2.352 3.073 3.983
H -0.715 3.417 3.629
H 0.770 -2.160 -3.639
H 3.129 -3.076 -1.029
H 5.210 -1.585 -0.683
*
```

E_LUMO ... -0.98 eV
Relative energy (zero: lowest compared OMol25 entry of this formula, charge and spin) ... 93.5 kcal per mole
HOMO-LUMO gap ... 8.54 eV
SMILES ... CC1=C(COCCC(C)(C)C)C(=O)N(Nc2ccc(C(F)(F)F)c(Cl)n2)C1=O


[8]
Here is C23H31N3O4S in the gas phase from the Open Molecules 2025 dataset. Energies are from the ωB97M-V functional and the def2-TZVPD basis.

The geometry in ORCA input format:
```
! RIJCOSX wB97M-V def2-TZVPD def2/J DEFGRID3
* xyz 0 1
C -5.630 -3.150 1.401
C -4.709 -2.414 0.477
C -5.218 -1.453 -0.393
C -4.378 -0.759 -1.246
C -3.021 -1.012 -1.239
C -2.483 -1.977 -0.382
C -1.053 -2.202 -0.414
C -0.407 -3.259 0.105
C 1.010 -3.465 0.051
O 1.438 -4.668 0.482
N 2.787 -4.748 0.387
C 3.218 -3.614 -0.091
C 4.650 -3.332 -0.323
C 2.123 -2.734 -0.332
S 2.427 -1.104 -0.939
O 1.193 -0.381 -1.136
O 3.291 -1.194 -2.076
N 3.342 -0.494 0.331
C 2.633 -0.368 1.588
C 1.608 0.765 1.575
C 2.237 2.080 1.094
C 1.145 3.128 0.843
O 1.129 4.189 1.435
N 0.241 2.748 -0.077
C -0.899 3.546 -0.531
C -1.787 3.892 0.667
C -0.388 4.825 -1.199
C -1.676 2.691 -1.530
C 3.082 1.897 -0.175
C 4.048 0.723 -0.027
C -3.348 -2.667 0.472
H -6.124 -2.452 2.077
H -5.089 -3.882 1.994
H -6.404 -3.664 0.833
H -6.279 -1.249 -0.395
H -4.785 -0.015 -1.915
H -2.362 -0.479 -1.909
H -0.476 -1.444 -0.924
H -0.936 -4.073 0.581
H 5.226 -4.245 -0.208
H 4.995 -2.585 0.391
H 4.779 -2.919 -1.321
H 2.138 -1.322 1.785
H 3.385 -0.201 2.366
H 1.205 0.903 2.580
H 0.790 0.473 0.919
H 2.882 2.475 1.887
H 0.369 1.859 -0.538
H -2.645 4.474 0.342
H -1.219 4.471 1.388
H -2.141 2.983 1.149
H 0.240 4.580 -2.054
H -1.222 5.433 -1.539
H 0.199 5.397 -0.487
H -1.037 2.395 -2.360
H -2.518 3.252 -1.927
H -2.057 1.795 -1.043
H 2.441 1.695 -1.034
H 3.640 2.814 -0.374
H 4.559 0.524 -0.970
H 4.791 0.919 0.752
H -2.948 -3.400 1.156
*
```

E_LUMO ... -0.50 eV
Relative energy (zero: lowest compared OMol25 entry of this formula, charge and spin) ... 65.7 kcal per mole
HOMO-LUMO gap ... 8.13 eV
SMILES ... Cc1cccc(/C=C/c2onc(C)c2S(=O)(=O)N2CCC(C(=O)NC(C)(C)C)CC2)c1


[9]
Here is a molecular structure, C34H27Cl3FeN5O6S from the Open Molecules 2025 dataset. Energies are from the ωB97M-V functional and the def2-TZVPD basis.

The geometry in ORCA input format:
```
! RIJCOSX wB97M-V def2-TZVPD def2/J DEFGRID3
* xyz -1 5
Fe 0.632 -0.169 1.279
O -2.076 0.184 -3.472
C -2.802 -0.679 -2.744
C -3.885 -1.309 -3.361
C -4.649 -2.227 -2.666
C -4.353 -2.542 -1.343
C -3.293 -1.905 -0.722
C -2.517 -0.964 -1.397
C -1.420 -0.288 -0.653
O -1.364 -0.431 0.613
N -0.584 0.445 -1.367
N 0.397 0.964 -0.542
C 0.996 2.026 -0.916
C 1.918 2.745 -0.058
C 2.654 3.796 -0.617
C 3.485 4.594 0.139
C 3.572 4.349 1.512
C 2.850 3.332 2.095
C 2.005 2.487 1.340
O 1.327 1.558 1.956
H -1.321 0.479 -2.891
H -4.097 -1.062 -4.393
H -5.482 -2.709 -3.165
H -4.941 -3.274 -0.806
H -3.025 -2.127 0.303
H 0.762 2.452 -1.895
H 2.553 3.978 -1.683
H 4.049 5.396 -0.318
H 4.212 4.969 2.130
H 2.910 3.143 3.160
Cl -5.499 2.704 -1.053
C -4.833 2.463 0.534
C -4.108 1.322 0.806
C -3.556 1.166 2.070
C -3.719 2.117 3.068
C -3.082 2.001 4.439
C -2.726 0.565 4.900
N -1.374 0.139 4.600
C -0.242 0.573 5.261
C 0.810 0.042 4.588
N 0.358 -0.729 3.543
C -0.955 -0.653 3.586
O -1.990 2.889 4.624
C -1.009 2.949 3.576
C -1.345 3.898 2.463
C -1.557 5.235 2.593
Cl -1.443 6.156 4.040
S -1.924 6.002 1.102
C -1.761 4.515 0.260
C -1.450 3.495 1.097
C -4.487 3.241 2.754
Cl -4.781 4.475 3.946
C -5.036 3.433 1.501
H -3.953 0.574 0.041
H -2.949 0.288 2.231
H -3.830 2.351 5.155
H -3.425 -0.154 4.473
H -2.836 0.528 5.984
H -0.306 1.245 6.098
H 1.862 0.177 4.773
H -1.610 -1.176 2.906
H -0.813 1.970 3.140
H -0.088 3.261 4.069
H -1.909 4.475 -0.808
H -1.288 2.475 0.775
H -5.606 4.325 1.284
O 3.002 -1.637 -0.601
C 2.132 -2.392 -0.215
C 2.015 -3.855 -0.644
C 0.809 -4.368 0.128
C 0.332 -3.150 0.919
O -0.634 -3.167 1.663
N 1.127 -2.067 0.659
H 2.948 -4.366 -0.409
H 1.889 -3.884 -1.727
H 1.039 -5.171 0.829
H -0.010 -4.710 -0.505
*
```

E_LUMO (alpha / beta) ... 2.27 / 2.27 eV
Relative energy (zero: lowest compared OMol25 entry of this formula, charge and spin) ... 0.0 kcal per mole
<S²> ... 6.01
HOMO-LUMO gap (alpha / beta) ... 7.16 / 7.34 eV


[10]
Here is a molecular structure, C19H47FNO10S2 from the Open Molecules 2025 dataset. Energies are from the ωB97M-V functional and the def2-TZVPD basis.

The geometry in ORCA input format:
```
! RIJCOSX wB97M-V def2-TZVPD def2/J DEFGRID3
* xyz -1 1
C 4.137 1.643 2.063
C 3.343 2.877 2.603
F 2.771 2.463 3.844
S 1.881 3.279 1.506
O 1.666 2.057 0.661
O 2.340 4.397 0.629
N 0.614 3.653 2.551
S -0.857 3.645 1.735
O -1.884 4.162 2.717
O -0.916 4.490 0.506
C -1.423 1.955 1.240
O -1.515 1.090 2.365
O -2.781 1.125 2.969
H 3.496 0.733 1.963
H 4.699 1.852 1.118
H 4.913 1.400 2.847
H 3.969 3.769 2.838
H -2.385 2.084 0.673
H -0.708 1.460 0.521
H -3.297 1.893 2.667
C -2.006 -1.001 -3.747
C -2.156 -0.306 -2.404
O -1.134 0.638 -2.135
C -1.016 1.720 -3.047
C -2.268 2.575 -3.143
H -1.038 -1.506 -3.810
H -2.797 -1.742 -3.883
H -2.061 -0.297 -4.579
H -2.100 -1.054 -1.611
H -3.141 0.165 -2.314
H -0.714 1.351 -4.034
H -0.193 2.339 -2.684
H -3.125 2.006 -3.509
H -2.104 3.410 -3.826
H -2.533 2.973 -2.161
C 2.825 -1.182 -1.508
C 4.230 -0.800 -1.944
O 5.136 -0.637 -0.863
C 5.350 -1.773 -0.043
C 5.909 -2.970 -0.794
H 2.421 -0.433 -0.821
H 2.165 -1.256 -2.375
H 2.806 -2.144 -0.992
H 4.188 0.162 -2.458
H 4.628 -1.520 -2.668
H 4.427 -2.037 0.485
H 6.067 -1.469 0.723
H 5.227 -3.321 -1.570
H 6.089 -3.798 -0.106
H 6.852 -2.708 -1.281
C -1.725 2.963 5.619
C -2.866 3.638 6.358
O -3.724 2.731 7.044
C -3.117 1.931 8.042
C -2.478 2.735 9.161
H -2.112 2.240 4.899
H -1.128 3.703 5.085
H -1.061 2.423 6.299
H -3.490 4.165 5.635
H -2.488 4.398 7.052
H -2.393 1.246 7.588
H -3.910 1.307 8.461
H -1.671 3.373 8.798
H -2.062 2.066 9.919
H -3.219 3.383 9.636
C -3.102 -4.695 -6.109
C -1.700 -4.269 -6.510
O -0.829 -4.072 -5.409
C -0.602 -5.198 -4.575
C 0.012 -6.381 -5.304
H -3.548 -3.956 -5.438
H -3.736 -4.795 -6.993
H -3.105 -5.653 -5.587
H -1.757 -3.312 -7.031
H -1.261 -4.981 -7.218
H -1.529 -5.486 -4.069
H 0.086 -4.868 -3.794
H -0.640 -6.757 -6.095
H 0.199 -7.200 -4.607
H 0.958 -6.093 -5.769
*
```

E_LUMO ... 2.13 eV
HOMO-LUMO gap ... 8.04 eV


Number 1: E -27041.1279 eV. Number 2: E -93359.0896 eV. Number 3: E -6781.6908 eV. Number 4: E -16150.3159 eV. Number 5: E -25473.6751 eV. Number 6: E -40100.5021 eV. Number 7: E -50291.9162 eV. Number 8: E -47849.0255 eV. Number 9: E -138227.3756 eV. Number 10: E -66813.3205 eV.